No. 1
The following is a quantum chemistry calculation of a cluster of 5 separate species, CH11O4S in total at a distorted geometry, from OMol25.

```
17
CH11O4S (ωB97M-V with the def2-TZVPD basis set)
C -0.18670 -1.28986 -2.04472
S -1.12254 -0.50031 -0.65227
H 0.25046 -0.50687 -2.67501
H 0.67753 -1.84037 -1.66742
H -0.82126 -1.91684 -2.66249
H 0.40555 -3.21841 1.17000
H -0.45641 -2.00937 0.94638
O -0.17687 -2.63656 1.65594
H -0.40126 3.37154 -1.12616
H -1.03766 2.30613 -0.26355
O -1.03773 3.26346 -0.40661
H 2.86816 0.77003 -0.78480
H 1.95126 0.72356 0.40322
O 2.48540 1.33747 -0.12097
H 0.71485 -0.66149 2.29364
H -0.15755 0.31518 1.54270
O 0.65428 0.27315 2.07068
```

HOMO level, eV: -3.5
Total charge: -1
Kohn-Sham gap, eV: 7.14

=====

No. 2
The following is a quantum chemistry calculation of an isolated molecule of C8H18N2 at a distorted geometry, from OMol25.

```
28
C8H18N2 (ωB97M-V with the def2-TZVPD basis set)
C 1.35065 -0.45057 0.41278
C 2.57641 0.45108 0.66818
C 1.10104 -1.25901 1.69406
C 1.66271 -1.40849 -0.75055
C 0.24385 1.19905 -1.00083
N 0.19797 0.45963 0.17773
H 2.89656 0.96074 -0.23865
H 2.33823 1.20166 1.42218
H 0.34883 -2.03246 1.55125
H 2.02193 -1.75040 2.00856
H 0.76794 -0.59622 2.49232
H 1.91071 -0.86826 -1.66323
H 0.82104 -2.06690 -0.96276
H 2.51874 -2.03251 -0.49199
H 3.41322 -0.15064 1.02496
H -0.21574 2.18091 -0.87322
H 1.19725 1.24470 -1.52398
C -3.20544 1.18768 0.16970
C -2.32219 0.19045 -0.53194
N -2.08803 0.22005 -1.82298
C -1.35028 -0.52722 0.23369
H -2.71062 0.85257 -2.32531
H -0.61756 0.72868 -1.78116
H -3.72923 0.71633 1.00163
H -2.59962 2.00355 0.57361
H -3.95120 1.61500 -0.50157
H -1.55091 -0.62964 1.29361
H -1.02627 -1.43976 -0.25610
```

HOMO level, eV: -7.8
Total charge: 0
Kohn-Sham gap, eV: 8.74
SMILES string: [H]/N=C(\C)CN(C)C(C)(C)C

=====

No. 3
The following is a quantum chemistry calculation of a cluster of 2 separate species, C2Br2ClO2 in total at a distorted geometry, from OMol25.

```
7
C2Br2ClO2 (ωB97M-V with the def2-TZVPD basis set)
C -1.52646 -0.18775 -0.58190
C 0.74642 0.20521 0.43049
O -2.13586 0.24284 0.34714
O -1.14715 -0.68978 -1.55373
Cl 0.75758 -0.12916 2.09380
Br 1.66523 -1.31788 -0.64279
Br 1.64024 1.87652 -0.09301
```

HOMO level, eV: -3.1
Total charge: -1
Kohn-Sham gap, eV: 6.55

=====

No. 4
The following is a quantum chemistry calculation of a structure of composition C37H51BrEuN2P2S at a distorted geometry, from OMol25.

```
95
C37H51BrEuN2P2S (ωB97M-V with the def2-TZVPD basis set)
N -5.04234 -1.75034 2.96750
C -4.59207 -0.63341 3.55102
C -4.75929 0.63816 2.99215
C -5.34538 0.75300 1.71448
C -5.96317 -0.41283 1.18982
C -5.77579 -1.62490 1.85169
C -5.16040 1.95285 0.93586
Eu -0.25279 1.23268 -1.18917
P 3.43016 -0.05044 -2.44580
C -5.14925 1.98489 -0.43393
C -4.04081 2.58933 -1.17558
C -3.75172 2.16811 -2.49136
C -2.49339 2.41482 -3.07126
C -1.55206 3.05090 -2.27857
C -1.83912 3.66918 -1.07558
C -3.12504 3.46108 -0.52853
Br 0.70481 3.04967 -2.99989
H -4.89612 2.84224 1.51573
H -5.83987 1.36117 -1.01743
H -4.34964 1.50615 3.50700
H -6.53882 -0.38041 0.26637
H -4.05748 -0.76774 4.49776
H -6.21310 -2.54535 1.45450
H -4.51822 1.58486 -3.01390
H -3.39526 3.90781 0.42899
H -2.27633 2.10142 -4.08770
H -1.10503 4.27632 -0.54008
P -0.70700 -1.75776 -1.09474
C 4.07429 1.54440 -1.72725
C 4.77891 2.55685 -2.62550
H 4.74576 1.23765 -0.91110
H 3.20783 2.04324 -1.25653
H 4.82686 3.51106 -2.08625
H 5.82004 2.28508 -2.84608
H 4.25079 2.73344 -3.56590
C 3.00288 0.28827 -4.22015
C 4.12135 0.52605 -5.23085
H 2.28519 1.12363 -4.23381
H 2.44098 -0.60945 -4.52474
H 3.66654 0.68944 -6.21810
H 4.72630 1.40927 -5.00697
H 4.79031 -0.33788 -5.32822
C 4.88655 -1.17006 -2.54136
C 6.29225 -0.58101 -2.42511
H 4.80039 -1.75058 -3.47345
H 4.72639 -1.88457 -1.71243
H 7.01964 -1.40704 -2.37314
H 6.55986 0.02265 -3.30160
H 6.42067 0.02438 -1.51949
C 0.36188 -3.02466 -0.29054
C 1.83582 -2.98755 -0.71511
H -0.08295 -4.01092 -0.50599
H 0.29038 -2.84838 0.79610
H 2.36507 -3.84037 -0.26225
H 1.95704 -3.06512 -1.80600
H 2.33398 -2.06119 -0.38408
C -0.61502 -2.28710 -2.86284
C -1.55831 -1.52132 -3.78664
H -0.85629 -3.36153 -2.84364
H 0.43220 -2.17685 -3.17847
H -1.62911 -2.05380 -4.74046
H -2.56847 -1.44409 -3.37287
H -1.19998 -0.50507 -3.99335
C -2.43545 -2.32470 -0.74476
C -2.64478 -3.00250 0.60562
H -2.74298 -2.98679 -1.57183
H -3.05698 -1.41319 -0.79984
H -3.64534 -3.45992 0.64284
H -1.89890 -3.78688 0.80105
H -2.59418 -2.27395 1.42744
N 0.45812 0.50209 0.94620
S -0.42499 0.37698 2.28108
C 0.23368 -0.99684 3.22333
C -0.67146 -1.97867 3.65872
C -0.20772 -3.07746 4.38736
C 1.16048 -3.20625 4.63919
C 2.05976 -2.22732 4.22026
C 1.59774 -1.10738 3.51704
C 0.14085 1.75007 3.26483
C 0.83134 2.80869 2.67025
C 1.48596 3.73470 3.49249
C 1.39153 3.62199 4.88520
C 0.60637 2.61781 5.46718
C -0.04093 1.68614 4.65437
H 1.42982 0.29509 1.20181
H -1.72727 -1.85756 3.43062
H -0.92933 -3.81301 4.74322
H 1.52826 -4.08151 5.17251
H 3.12661 -2.31990 4.43980
H 2.28854 -0.32794 3.20845
H 0.91730 2.87262 1.58191
H 2.06671 4.53961 3.03736
H 1.92351 4.32782 5.52814
H 0.49899 2.54568 6.54998
H -0.63072 0.87416 5.08303
```

HOMO level (alpha / beta), eV: -12.7 / -12.8
⟨S²⟩: 15.76
Total charge: +2
Spin multiplicity: 8
Kohn-Sham gap (alpha / beta), eV: 5.69 / 5.69

=====

Energy relative to the best compared isomer or geometry (same formula, charge and spin) readings, ordered: 31.61, 258.40, 36.69, 42.02 kJ/mol